No. 1
Formula: C15H27Cl4CrN7O8
Source: OMol25
Level of theory: the ωB97M-V functional and the def2-TZVPD basis

The geometry in XYZ format:
```
62
Properties=species:S:1:pos:R:3:forces:R:3
Cr -0.54534 -0.57247 -0.57539 -0.40 0.03 0.07
C -1.58310 4.48182 -2.48865 -0.03 0.00 -0.07
O -0.81464 3.54041 -1.74262 0.01 -0.03 0.13
C -1.41064 2.50241 -1.14496 -0.19 -0.03 -0.26
O -0.74633 1.77867 -0.42681 0.23 -0.06 0.05
N -2.74284 2.34619 -1.36647 -0.12 0.17 0.26
N -3.30255 1.17032 -0.83426 -0.07 0.11 0.01
H -0.92904 5.33341 -2.64937 -0.01 -0.01 -0.01
H -2.46644 4.79871 -1.93365 0.02 0.01 0.01
H -1.86969 4.06573 -3.45729 -0.01 -0.02 0.02
H -3.06710 2.62470 -2.28209 0.05 -0.07 -0.03
H -3.14013 0.39892 -1.47921 -0.05 0.11 -0.06
H -4.29643 1.31881 -0.72948 -0.02 0.04 0.08
O -3.34544 -3.57552 -0.37739 -0.22 -0.11 0.18
Cl -2.23867 -2.95733 -1.01317 -0.13 -0.22 -0.11
O -2.16040 -3.27548 -2.38842 -0.01 -0.08 -0.34
O -2.41044 -1.48012 -0.87157 0.17 0.27 0.03
O -1.00627 -3.26777 -0.33159 0.35 -0.01 0.15
C -2.21106 -1.05823 2.02129 -0.06 0.00 -0.02
N -2.34334 -1.11336 3.46688 -0.06 -0.02 0.02
C -1.36101 -2.06288 3.98843 0.00 -0.01 0.00
N 0.00863 -1.66114 3.65312 0.05 -0.04 0.01
C 0.12799 -1.59053 2.20688 0.01 -0.05 0.04
N -0.83974 -0.62352 1.61041 0.09 0.00 -0.14
C -0.59440 0.70672 2.24157 0.02 0.04 0.00
N -0.70657 0.65440 3.68880 0.01 0.04 0.01
C -2.05935 0.20544 4.02640 0.00 0.00 0.02
C 0.24553 -0.32757 4.20544 0.01 0.00 0.02
H -2.92411 -0.34912 1.59936 0.01 -0.02 -0.01
H -2.40135 -2.04564 1.60642 -0.01 0.01 0.01
H -1.55644 -3.04894 3.56361 0.00 0.01 0.01
H -1.45765 -2.11873 5.07424 0.00 0.00 -0.01
H -0.06144 -2.57024 1.76818 0.01 0.01 0.01
H 1.13718 -1.26525 1.94689 -0.01 -0.01 0.00
H -1.32347 1.40673 1.84081 0.00 0.00 -0.02
H 0.40323 1.04399 1.95602 0.00 -0.01 0.00
H -2.78044 0.92427 3.63261 0.01 -0.01 0.01
H -2.15955 0.16251 5.11274 0.00 0.00 -0.01
H 0.15599 -0.37213 5.29249 0.00 0.00 -0.01
H 1.25943 -0.01068 3.94941 -0.01 0.00 0.00
Cl 0.09462 -2.02913 -5.17515 -0.01 -0.05 0.02
C -0.45245 -0.39425 -4.82718 -0.02 0.06 0.01
Cl 0.88913 0.75250 -5.10941 0.11 0.08 -0.01
Cl -1.78950 0.02309 -5.89020 -0.09 0.01 -0.06
C -0.83898 -0.20917 -3.32496 0.02 -0.06 -0.07
O -0.07513 -0.84189 -2.53577 -0.33 0.31 0.25
O -1.76260 0.54985 -3.04473 0.38 -0.36 -0.27
C 4.54619 1.31714 -0.69352 0.01 -0.02 0.00
C 4.05110 -0.13244 -0.79449 0.07 0.05 -0.09
C 4.28626 -0.69349 -2.20450 0.01 -0.01 0.00
C 4.71685 -1.01591 0.26725 0.00 -0.01 0.00
C 2.60457 -0.13553 -0.55882 -0.04 0.10 0.10
N 1.47531 -0.13070 -0.37674 0.26 -0.15 0.10
H 5.62196 1.33249 -0.87051 0.00 0.00 0.00
H 4.35187 1.73251 0.29518 0.00 0.00 0.00
H 4.06226 1.94790 -1.43838 0.00 0.00 0.00
H 5.35740 -0.69165 -2.40811 0.00 0.00 0.00
H 3.78408 -0.08638 -2.95709 -0.01 0.00 0.00
H 3.91603 -1.71484 -2.28609 0.00 0.00 -0.01
H 5.79138 -1.03275 0.08495 0.01 0.00 0.00
H 4.34286 -2.03823 0.21794 0.00 0.00 0.00
H 4.54417 -0.62662 1.27074 -0.01 0.00 0.00
```
Positions in Å, forces in eV/Å.

Spin multiplicity   5
ΔE to the lowest compared entry with this formula, charge and spin   0.0 kJ/mol
HOMO energy (alpha / beta)   -8.32 / -8.99 eV
Gap between HOMO and LUMO (alpha / beta)   8.56 / 9.22 eV

Here are the natural (NBO) charges for atoms 1 to 8, given in e: 1.2921 -0.2691 -0.4887 0.9238 -0.6929 -0.4778 -0.6539 0.2091

No. 2
Formula: C15H27ClNO2
Source: OMol25
Level of theory: the ωB97M-V functional and the def2-TZVPD basis

The geometry in XYZ format:
```
46
Properties=species:S:1:pos:R:3:forces:R:3
C 1.32058 -0.41900 -1.73181 -0.37 0.77 1.20
C -0.24282 -0.47998 -1.46590 0.30 0.84 -1.70
O -0.73313 -1.76715 -1.05538 0.85 0.70 0.78
C -0.15263 -2.20590 0.17293 0.01 -1.53 0.76
C 0.64590 -3.57717 -0.07665 0.41 0.77 1.93
O 0.16258 -4.30210 -1.23745 1.39 0.83 -1.76
C 0.97825 -4.14105 -2.32348 1.41 -0.40 0.10
C 2.35982 -4.70366 -2.30391 -0.80 1.38 -1.84
C 3.25899 -4.50515 -3.44121 -3.08 0.88 0.59
C 2.70859 -3.74608 -4.61245 -1.08 -0.46 2.17
Cl 3.78455 -3.48793 -6.00198 -1.40 -0.12 1.31
C 1.33244 -3.23783 -4.54588 2.62 -1.00 -0.37
N 0.51940 -3.43743 -3.42448 2.00 -0.89 -0.40
H 1.74761 -1.35040 -2.18664 -0.48 0.89 0.25
H 1.83023 -0.22581 -0.74033 -0.27 -0.37 -1.13
H 1.53424 0.49728 -2.35753 -0.17 -1.16 0.50
H -0.56947 0.37068 -0.79535 0.43 -1.12 -0.39
H -0.73424 -0.26440 -2.46637 0.29 -0.44 1.19
H -0.92112 -2.43742 0.97313 0.45 0.52 -1.21
H 0.57274 -1.48540 0.63577 -0.70 -0.46 -0.62
H 1.73824 -3.30350 -0.11634 -0.97 -0.59 -0.57
H 0.54443 -4.28009 0.80462 -0.11 0.85 -1.05
H 2.64260 -5.23564 -1.35616 -0.20 0.56 -1.29
H 4.29497 -4.91378 -3.39215 -1.02 0.49 -0.33
H 0.96045 -2.68382 -5.44941 0.02 -0.61 1.35
H -0.42561 -3.03258 -3.46454 0.44 -0.32 0.57
C -2.99414 5.31828 2.50155 -0.01 0.03 -0.14
C -2.95364 3.82250 2.21466 -0.09 0.00 0.13
C -2.28800 3.01086 3.32696 0.01 -0.07 -0.06
C -0.81511 3.34305 3.58197 -0.04 0.06 0.04
C 0.10502 3.18481 2.37147 0.04 0.00 0.12
C 0.17054 1.75561 1.84822 0.06 -0.01 -0.18
H -1.99093 5.74137 2.58473 -0.04 0.01 0.03
H -3.50771 5.84463 1.69414 0.03 0.04 0.08
H -3.53154 5.52176 3.43125 0.06 0.01 -0.03
H -2.45196 3.64519 1.25813 0.01 -0.03 0.02
H -3.98079 3.46347 2.09213 0.08 -0.02 -0.03
H -2.38726 1.94601 3.09291 0.01 0.00 0.03
H -2.84262 3.16513 4.25878 0.02 0.00 -0.05
H -0.45168 2.69801 4.38983 0.01 0.03 -0.03
H -0.73080 4.36721 3.95710 -0.01 -0.04 -0.02
H 1.11325 3.49635 2.66053 -0.05 0.03 -0.04
H -0.20358 3.85705 1.56561 -0.01 0.00 0.04
H 0.52417 1.07265 2.62526 -0.05 -0.01 -0.01
H 0.86399 1.69453 1.00396 0.00 -0.05 0.03
H -0.80482 1.40683 1.49974 0.00 -0.01 0.06
```
Positions in Å, forces in eV/Å.

HOMO energy   -12.62 eV
Charge   +1
Gap between HOMO and LUMO   7.89 eV

Here are the natural (NBO) charges for atoms 1 to 8, given in e: -0.6629 -0.0771 -0.5497 -0.0970 -0.1066 -0.4752 0.5974 -0.2713

No. 3
Formula: C15H27FN3P2S
Source: OMol25
Level of theory: the ωB97M-V functional and the def2-TZVPD basis

The geometry in XYZ format:
```
49
Properties=species:S:1:pos:R:3:forces:R:3
C 2.14032 -4.91815 -1.45532 -0.22 0.36 -0.39
C 1.76035 -3.62901 -2.21674 -0.04 -0.54 0.83
C 0.26792 -3.43856 -2.12289 0.45 0.14 -0.32
F -0.37051 -4.38807 -2.88466 -0.30 -0.08 -0.16
P -0.37055 -1.79523 -2.71060 -1.20 -0.12 0.20
C -0.63290 -1.79767 -4.48371 0.43 -0.02 0.19
C -1.92663 -1.49615 -1.78852 0.78 -0.27 -0.28
C -3.00444 -2.49372 -2.12288 -0.45 -0.03 0.61
C -3.88714 -2.87728 -0.97158 0.67 0.45 -0.31
N -3.12185 -2.91316 -3.29696 -0.07 -0.29 -0.60
P 0.95448 -0.10587 -2.17767 1.46 0.43 -0.50
S 2.71492 -0.20386 -2.96016 -0.20 -0.15 0.08
H 1.24747 -5.46965 -1.20485 -0.23 -0.28 0.27
H 2.72257 -5.56768 -2.08281 0.38 -0.24 -0.17
H 2.69739 -4.68859 -0.56167 0.13 -0.04 0.30
H 2.23667 -2.77938 -1.74327 0.27 0.25 -0.14
H 2.08375 -3.71589 -3.24186 -0.02 0.35 -0.42
H -0.05903 -3.56996 -1.09257 -0.12 0.17 0.22
H -1.21401 -0.93096 -4.75646 -0.12 0.39 -0.09
H 0.32355 -1.80270 -4.98716 0.32 0.12 -0.16
H -1.20505 -2.67318 -4.74749 -0.13 -0.30 0.09
H -1.66896 -1.59589 -0.73993 0.13 0.20 0.32
H -2.24353 -0.47644 -1.96571 -0.21 0.31 -0.06
H -4.54108 -3.68385 -1.25535 -0.30 -0.23 0.10
H -3.25255 -3.14142 -0.13486 -0.07 -0.28 0.34
H -4.44088 -1.99270 -0.68484 -0.38 0.13 0.22
H -3.90200 -3.56736 -3.33394 0.01 -0.05 -0.31
H 0.24270 1.00988 -2.66699 -0.52 -0.27 0.31
H 0.89739 -0.01087 -0.76893 -0.43 -0.14 -0.06
N 0.91204 1.83788 1.42340 0.01 -0.05 -0.15
C -0.26380 1.24215 1.80721 0.04 -0.07 -0.09
C -0.17230 0.96874 3.14599 -0.01 -0.02 0.00
C 1.09951 1.42384 3.58581 0.04 -0.09 0.00
C 1.74236 1.95771 2.50333 0.11 -0.22 -0.02
H 1.13023 2.15009 0.49530 0.00 0.19 0.08
H -1.05869 1.06978 1.09991 -0.05 0.07 0.04
H -0.93513 0.50230 3.74648 -0.01 0.02 0.01
H 1.49318 1.37272 4.58632 -0.01 0.03 0.01
H 2.71362 2.41134 2.40827 -0.01 0.03 0.04
N 0.56451 6.68217 4.86630 0.00 -0.03 0.01
C -0.04776 5.49919 4.55270 -0.01 0.07 0.03
C 0.63030 4.94248 3.50188 -0.07 0.17 0.01
C 1.69348 5.82588 3.16959 0.02 -0.02 -0.01
C 1.62652 6.88812 4.03145 -0.01 0.04 0.02
H 0.27704 7.30537 5.59858 0.02 -0.02 -0.01
H -0.90729 5.15675 5.10269 -0.01 -0.01 -0.01
H 0.38868 4.01222 3.02539 -0.06 -0.07 -0.01
H 2.42480 5.69699 2.38854 0.01 0.02 0.00
H 2.24029 7.76765 4.12122 0.01 0.00 -0.02
```
Positions in Å, forces in eV/Å.

HOMO energy   -9.70 eV
Charge   +1
Gap between HOMO and LUMO   6.54 eV

Here are the natural (NBO) charges for atoms 1 to 8, given in e: -0.6061 -0.4545 -0.0276 -0.3383 1.1676 -0.9536 -0.7809 0.3203

No. 4
Formula: C15H27GeInN3OSSi
Source: OMol25
Level of theory: the ωB97M-V functional and the def2-TZVPD basis

The geometry in XYZ format:
```
50
Properties=species:S:1:pos:R:3:forces:R:3
In 0.06058 -1.77306 -0.44232 -0.19 -0.58 -0.05
C 1.39717 1.89940 4.66964 -0.12 -0.36 0.70
Si -0.40551 1.64482 4.20525 -0.31 -0.63 -0.15
C -1.02588 0.15743 5.21604 1.16 -0.58 -0.43
C -1.45174 3.08692 4.76046 1.99 0.77 -0.55
C -0.68094 1.60911 2.33212 0.79 -1.03 -1.24
C -1.22006 2.73016 1.74230 0.11 0.13 -0.32
C -1.40682 2.82305 0.34518 0.39 -0.40 0.08
C -0.98534 1.76729 -0.43553 -0.57 -0.25 -0.03
N -0.50578 0.61143 0.07431 0.43 0.83 0.03
C -0.31889 0.52089 1.39225 -1.41 0.81 1.49
S 0.05895 -1.04647 1.99433 0.40 -0.17 0.28
H 1.44205 1.94163 5.78961 0.20 -0.13 -0.88
H 1.83767 2.79431 4.27447 -0.03 0.80 -0.14
H 2.05339 1.11809 4.27696 -0.24 -0.30 0.30
H -0.73728 0.31281 6.26798 -0.21 0.12 -0.20
H -0.44399 -0.75286 4.88444 -0.90 0.80 0.25
H -2.10563 -0.01071 5.15693 0.23 -0.08 -0.09
H -1.40871 3.14879 5.81416 -0.20 0.06 1.33
H -2.43256 3.02367 4.41576 -1.84 -0.35 -0.39
H -1.07321 4.04468 4.38157 0.11 -0.09 0.09
H -1.46991 3.56590 2.38618 -0.22 0.04 -0.27
H -1.85816 3.67795 -0.13961 0.05 0.09 0.16
H -1.12674 1.79345 -1.51720 0.22 -0.12 0.24
C 1.04007 -3.26658 -3.76465 -0.50 -0.09 0.84
Ge -0.83947 -3.40115 -3.20477 -0.90 0.32 -0.28
C -1.93857 -2.13191 -4.30327 0.79 0.44 -0.74
C -1.80347 -5.05907 -3.74666 0.73 1.08 -0.26
C -1.17944 -3.10331 -1.38459 1.16 0.32 0.29
H 1.13744 -3.72291 -4.71950 0.18 -0.56 -0.88
H 1.60242 -3.81612 -3.01630 0.35 -0.03 -0.06
H 1.42242 -2.26042 -3.84420 -0.01 0.40 0.18
H -1.83877 -2.21628 -5.38591 0.37 -0.30 -0.30
H -1.71730 -1.07059 -4.11242 -0.17 -0.32 0.36
H -2.97979 -2.34555 -4.15586 -0.67 0.07 0.57
H -1.63729 -5.33169 -4.76762 -0.06 0.07 -0.90
H -2.79802 -4.69082 -3.60172 -0.86 -0.13 -0.08
H -1.65565 -5.93728 -3.19054 0.30 -1.03 1.14
H -2.11406 -3.41090 -0.94663 -0.28 0.22 0.12
N 3.35204 -2.15691 -1.00385 0.27 0.17 0.11
C 2.28027 -1.88730 -0.66837 -0.49 0.12 -0.35
C 2.17239 2.85886 -1.47299 0.05 0.30 -0.50
C 2.24898 1.49158 -2.09412 0.41 -0.54 0.02
N 3.51913 0.98559 -2.17845 1.44 2.36 1.64
O 1.28698 0.86906 -2.51436 0.26 0.54 0.12
H 2.99105 3.51628 -1.80473 -0.27 -0.28 -0.01
H 2.22876 2.79348 -0.39500 -0.13 -0.12 0.34
H 1.21859 3.26125 -1.77526 -0.24 0.39 0.15
H 4.25847 1.31861 -1.48780 -1.66 -0.48 -1.42
H 3.55014 0.02541 -2.30573 0.08 -2.29 -0.32
```
Positions in Å, forces in eV/Å.

ΔE to the lowest compared entry with this formula, charge and spin   19.9 kJ/mol
HOMO energy   -2.98 eV
Charge   -1
Gap between HOMO and LUMO   5.47 eV

Here are the Mulliken charges for atoms 1 to 8, given in e: 0.3218 -1.0486 0.2436 -0.9662 -1.2364 0.3907 0.0988 -0.7831